Entry 1:
{
  "formula": "C11H14N2O",
  "method": "wB97M-V/def2-TZVPD",
  "smiles": "C[C@@H](Oc1ccccc1)C1=NCCN1",
  "homo_energy_ev": -8.38,
  "homo_lumo_gap_ev": 9.08,
  "energy_ha": -612.22313,
  "lumo_energy_ha": 0.026,
  "relative_energy_kcal_mol": 80.1,
  "elements": ["O", "N", "N", "C", "C", "C", "C", "C", "C", "C", "C", "C", "C", "C", "H", "H", "H", "H", "H", "H", "H", "H", "H", "H", "H", "H", "H", "H"],
  "coordinates": [[-0.283, 0.759, -0.412], [3.117, 0.611, 0.078], [1.663, -1.098, -0.425], [-3.826, 0.150, -0.917], [1.931, 0.129, 0.053], [0.741, 0.883, 0.574], [-2.528, 0.770, -1.007], [1.093, 2.290, 0.699], [-4.177, -0.831, 0.069], [-3.040, -1.143, 1.021], [-1.526, 0.385, -0.136], [-1.757, -0.570, 0.916], [3.973, -0.544, -0.387], [3.129, -1.725, -0.246], [3.155, -2.376, 0.619], [-5.088, -1.353, 0.234], [1.861, 2.362, 1.440], [-3.293, -1.984, 1.651], [0.450, 0.396, 1.496], [1.694, 2.525, -0.201], [3.169, -2.524, -1.121], [-4.512, 0.427, -1.765], [4.949, -0.588, 0.211], [4.262, -0.325, -1.404], [1.022, -1.588, 0.220], [0.231, 2.944, 0.732], [-2.249, 1.457, -1.836], [-0.917, -0.795, 1.623]],
  "lowdin_charge": [-0.013, 0.118, 0.099, -0.087, -0.423, -0.331, -0.019, -0.036, -0.055, -0.062, -0.306, -0.022, -0.213, -0.139, 0.097, 0.068, 0.082, 0.081, 0.132, 0.098, 0.140, 0.105, 0.130, 0.101, 0.128, 0.096, 0.126, 0.105]
}



Entry 2:
{
  "formula": "C4H4N2O2",
  "method": "wB97M-V/def2-TZVPD",
  "homo_energy_ev": [-8.19, -8.19],
  "homo_lumo_gap_ev": [8.45, 8.45],
  "energy_ha": -414.69923,
  "lumo_energy_ha": [0.010, 0.010],
  "relative_energy_kcal_mol": 92.2,
  "elements": ["O", "O", "N", "N", "C", "C", "C", "C", "H", "H", "H", "H"],
  "coordinates": [[-3.585, 0.162, -2.451], [-4.042, 2.443, -2.603], [-0.826, 1.720, -2.440], [-0.441, 0.985, -1.519], [-0.158, 0.727, -0.412], [0.120, 0.066, 0.785], [-3.792, 1.293, -2.557], [0.204, -1.259, 1.006], [0.793, -1.409, 1.978], [-0.600, 1.393, -3.397], [0.292, 0.839, 1.593], [0.132, -2.213, 0.368]],
  "lowdin_charge": [0.187, 0.172, 0.038, -0.094, -0.019, -0.208, -0.436, -0.002, 0.074, 0.071, 0.123, 0.093]
}